(1)
{"formula": "C6H17NO", "method": "ωB97M-V/def2-TZVPD", "e_above_lowest_kcal_mol": 7.41, "multiplicity": 2, "e_lumo_ev": [3.6, 3.4], "total_charge": -1, "energy_ha": -368.73612, "elements": ["C", "C", "C", "C", "C", "C", "N", "H", "H", "H", "H", "H", "H", "H", "H", "H", "H", "H", "H", "H", "H", "H", "H", "H", "O"], "coordinates": [[-1.22451, 2.02994, 1.47863], [-0.63249, 0.74960, 0.96039], [0.47039, 1.06397, -0.14943], [0.06596, 0.64275, -1.57650], [0.60602, -0.75995, -1.96071], [2.13055, -0.71296, -2.13458], [-0.18626, -0.15504, 1.96466], [-1.52734, 2.69323, 0.65836], [-0.50228, 2.63791, 2.03780], [-2.11896, 1.87140, 2.08210], [-1.41534, 0.28072, 0.35529], [1.33906, 0.49772, 0.16342], [0.67478, 2.13796, -0.18598], [0.41006, 1.33088, -2.34889], [-1.02615, 0.55726, -1.59965], [0.18225, -1.00164, -2.93920], [0.31695, -1.49697, -1.21793], [2.68174, -0.97689, -1.21960], [2.52651, -1.44454, -2.84061], [2.47658, 0.29739, -2.35129], [-0.28853, -1.11782, 1.68885], [0.58352, 0.05092, 2.56132], [-2.06580, -3.06889, 2.97330], [-2.00632, -3.11569, 1.39422], [-1.47039, -2.99128, 2.20604]], "mulliken_spin": [-0.069, 0.777, 0.044, -0.006, 0.447, 0.042, 0.010, 0.015, 0.038, -0.174, -0.011, -0.034, 0.007, -0.060, 0.031, -0.140, -0.038, -0.025, -0.043, -0.014, -0.281, -0.044, -0.427, -0.245, 1.199]}

---

(2)
{"formula": "C3H11NOS2", "method": "ωB97M-V/def2-TZVPD", "smiles": "CNCCSS.O", "e_above_lowest_kcal_mol": 9.35, "multiplicity": 1, "e_lumo_ev": 0.4, "energy_ha": -1047.25246, "elements": ["C", "N", "C", "C", "S", "S", "H", "H", "H", "H", "H", "H", "H", "H", "H", "O", "H", "H"], "coordinates": [[-1.73560, 1.80252, -0.91535], [-0.88007, 0.70537, -1.37541], [0.51972, 1.07473, -1.33900], [1.15479, 1.11247, 0.04015], [0.80857, -0.22284, 1.19303], [1.18455, -1.83962, -0.07383], [-1.54575, 1.97564, 0.13377], [-2.77636, 1.50500, -0.96520], [-1.56964, 2.73235, -1.47499], [-1.09610, 0.53429, -2.35014], [1.10543, 0.43350, -1.98878], [0.70595, 2.09471, -1.71563], [0.86098, 2.00165, 0.61185], [2.22109, 1.23160, -0.12968], [1.99116, -2.55939, 0.71844], [-2.55505, -0.56238, 1.07940], [-1.61443, -0.76884, 0.93948], [-2.93861, -0.74445, 0.21418]], "lowdin_charge": [-0.128, -0.128, -0.352, -0.582, 0.483, 0.354, 0.070, 0.073, 0.081, 0.105, 0.095, 0.114, 0.070, 0.072, -0.203, -0.096, -0.056, 0.027]}